# C43H107F3N4O37P6

A 13-piece molecular cluster, C43H107F3N4O37P6 overall (ωB97M-V with the def2-TZVPD basis set, the Open Molecules 2025 dataset).

Values from the calculation:
E (eV): -191937.85033
Lowest unoccupied orbital energy (Eh): 0.0023
Kohn-Sham gap (eV): 8.69
Spin multiplicity: 1

Last columns: bonded neighbours and bond lengths (Å).
CARTESIAN COORDINATES (ANGSTROEM)
1 C -0.9889 -0.3468 2.0739  C2 1.585, H7 1.090, H8 1.090, H9 1.090
2 C 0.1477 0.3199 1.1923  C1 1.585, C3 1.587, N6 1.501, H10 1.090
3 C -0.3174 0.8875 -0.2150  C2 1.587, O4 1.472, H11 1.090, H12 1.090
4 O -0.5414 -0.2696 -1.0976  C3 1.472, C5 1.448
5 C -1.1063 0.1422 -2.3659  O4 1.448, H13 1.090, H14 1.090, H15 1.090
6 N 0.9282 1.3165 1.9987  C2 1.501, H16 1.010, H17 1.010
7 H -0.7616 -0.3570 3.1399  C1 1.090
8 H -1.1828 -1.3852 1.8052  C1 1.090
9 H -1.9037 0.2228 1.9103  C1 1.090
10 H 0.7977 -0.5249 0.9643  C2 1.090
11 H 0.2944 1.5760 -0.7979  C3 1.090
12 H -1.2690 1.3902 -0.0423  C3 1.090
13 H -0.4836 0.8685 -2.8883  C5 1.090
14 H -2.1375 0.4673 -2.2284  C5 1.090
15 H -1.2088 -0.7702 -2.9534  C5 1.090
16 H 1.6438 1.5183 1.3152  N6 1.010
17 H 1.3798 0.8487 2.7715  N6 1.010
18 C 3.5135 3.5594 -6.0402  C19 1.555, H24 1.090, H25 1.090, H26 1.090
19 C 2.4363 3.9302 -4.9818  C18 1.555, C20 1.535, N23 1.474, H27 1.090
20 C 1.3479 2.8641 -4.7951  C19 1.535, O21 1.439, H28 1.090, H29 1.090
21 O 0.5440 2.7497 -5.9837  C20 1.439, C22 1.418
22 C -0.5337 1.8398 -5.8357  O21 1.418, H30 1.090, H31 1.090, H32 1.090
23 N 3.0607 4.2261 -3.6797  C19 1.474, H33 1.010, H34 1.010
24 H 4.2859 4.3244 -6.1205  C18 1.090
25 H 3.0958 3.3506 -7.0251  C18 1.090
26 H 3.9919 2.6682 -5.6341  C18 1.090
27 H 1.9687 4.8442 -5.3479  C19 1.090
28 H 0.7432 3.1393 -3.9310  C20 1.090
29 H 1.7876 1.8988 -4.5441  C20 1.090
30 H -1.2375 1.8625 -6.6677  C22 1.090
31 H -1.1343 2.0684 -4.9553  C22 1.090
32 H -0.2307 0.8086 -5.6542  C22 1.090
33 H 2.3382 4.2700 -2.9753  N23 1.010
34 H 3.6216 3.4355 -3.3961  N23 1.010
35 C -0.0148 1.6892 5.3269  C36 1.508, H41 1.090, H42 1.090, H43 1.090
36 C -1.3006 1.3497 6.0384  C35 1.508, C37 1.514, N40 1.414, H44 1.090
37 C -1.1236 0.4542 7.2465  C36 1.514, O38 1.513, H45 1.090, H46 1.090
38 O -0.3221 1.0961 8.3576  C37 1.513, C39 1.369
39 C -0.2437 0.2612 9.4392  O38 1.369, H47 1.090, H48 1.090, H49 1.090
40 N -1.8342 2.5932 6.4493  C36 1.414, H50 1.010, H51 1.010
41 H 0.4910 0.7897 4.9758  C35 1.090
42 H 0.6625 2.3416 5.8779  C35 1.090
43 H -0.2838 2.2206 4.4140  C35 1.090
44 H -2.0094 0.9035 5.3409  C36 1.090
45 H -0.5690 -0.4190 6.9031  C37 1.090
46 H -2.1075 0.1585 7.6107  C37 1.090
47 H 0.2935 -0.6124 9.0699  C39 1.090
48 H -1.2547 0.1822 9.8390  C39 1.090
49 H 0.4084 0.6742 10.2089  C39 1.090
50 H -1.1475 3.3017 6.6650  N40 1.010
51 H -2.2715 2.6448 7.3582  N40 1.010
52 C 5.1454 2.1353 1.3688  C53 1.538, H58 1.090, H59 1.090, H60 1.090
53 C 4.1505 3.1473 0.7771  C52 1.538, C54 1.527, N57 1.434, H61 1.090
54 C 4.7857 4.2252 -0.0986  C53 1.527, O55 1.388, H62 1.090, H63 1.090
55 O 5.7208 5.0541 0.5063  C54 1.388, C56 1.400
56 C 6.2293 6.0090 -0.3820  O55 1.400, H64 1.090, H65 1.090, H66 1.090
57 N 3.1864 2.3584 0.0678  C53 1.434, H67 1.010, H68 1.010
58 H 4.7356 1.2720 1.8930  C52 1.090
59 H 5.7871 2.6283 2.0991  C52 1.090
60 H 5.7597 1.6484 0.6114  C52 1.090
61 H 3.5684 3.5555 1.6033  C53 1.090
62 H 3.9540 4.8820 -0.3531  C54 1.090
63 H 5.1495 3.7880 -1.0285  C54 1.090
64 H 5.5834 6.2928 -1.2129  C56 1.090
65 H 7.0382 5.5646 -0.9619  C56 1.090
66 H 6.5790 6.9346 0.0753  C56 1.090
67 H 3.6211 1.8199 -0.6678  N57 1.010
68 H 2.4730 2.9058 -0.3921  N57 1.010
69 C -7.2951 0.9481 1.5533  O70 1.368, H77 1.090, H78 1.090, H79 1.090
70 O -7.1182 -0.3981 1.7232  C69 1.368, P71 1.605
71 P -6.9301 -1.3599 0.4525  O70 1.605, O72 1.487, O73 1.609, O75 1.635
72 O -8.1169 -1.3984 -0.4420  P71 1.487
73 O -5.5997 -0.7228 -0.1893  P71 1.609, C74 1.459
74 C -4.4032 -0.4951 0.6149  O73 1.459, H80 1.090, H81 1.090, H82 1.090
75 O -6.5669 -2.7725 1.1917  P71 1.635, C76 1.426
76 C -7.6396 -3.6606 1.5003  O75 1.426, H83 1.090, H84 1.090, H85 1.090
77 H -7.1269 1.2800 0.5288  C69 1.090
78 H -6.6202 1.5340 2.1773  C69 1.090
79 H -8.3552 1.0795 1.7704  C69 1.090
80 H -4.4250 -0.9224 1.6175  C74 1.090
81 H -4.2291 0.5796 0.6683  C74 1.090
82 H -3.5510 -0.8439 0.0317  C74 1.090
83 H -7.7068 -3.9178 2.5574  C76 1.090
84 H -7.4640 -4.5671 0.9210  C76 1.090
85 H -8.6065 -3.1717 1.3817  C76 1.090
86 C 4.8015 -0.2152 -5.1418  O87 1.480, H94 1.090, H95 1.090, H96 1.090
87 O 5.4115 -0.5462 -3.8343  C86 1.480, P88 1.659
88 P 4.8166 0.1379 -2.4450  O87 1.659, O89 1.495, O90 1.649, O92 1.622
89 O 4.3007 1.5351 -2.5696  P88 1.495
90 O 3.6972 -0.9825 -1.9856  P88 1.649, C91 1.408
91 C 2.4322 -0.9199 -2.5998  O90 1.408, H97 1.090, H98 1.090, H99 1.090
92 O 6.0544 0.1155 -1.3971  P88 1.622, C93 1.397
93 C 7.1709 0.9009 -1.6955  O92 1.397, H100 1.090, H101 1.090, H102 1.090
94 H 5.1486 0.6435 -5.7165  C86 1.090
95 H 3.7150 -0.1461 -5.0903  C86 1.090
96 H 5.0303 -1.0729 -5.7744  C86 1.090
97 H 2.2984 -0.1362 -3.3454  C91 1.090
98 H 1.6214 -0.9624 -1.8725  C91 1.090
99 H 2.4316 -1.9309 -3.0072  C91 1.090
100 H 6.8257 1.8513 -2.1023  C93 1.090
101 H 7.9121 0.4282 -2.3399  C93 1.090
102 H 7.5999 1.0518 -0.7048  C93 1.090
103 C 3.7755 -1.3280 1.0574  O104 1.479, H111 1.090, H112 1.090, H113 1.090
104 O 4.0484 -2.0657 2.3097  C103 1.479, P105 1.604
105 P 3.6454 -1.4043 3.7147  O104 1.604, O106 1.502, O107 1.624, O109 1.650
106 O 4.2701 -0.0796 4.0482  P105 1.502
107 O 2.0300 -1.2442 3.7743  P105 1.624, C108 1.435
108 C 1.3111 -2.4720 3.5882  O107 1.435, H114 1.090, H115 1.090, H116 1.090
109 O 3.9075 -2.6450 4.7702  P105 1.650, C110 1.360
110 C 5.1449 -3.2056 4.8393  O109 1.360, H117 1.090, H118 1.090, H119 1.090
111 H 3.1673 -2.0337 0.4916  C103 1.090
112 H 4.6890 -1.3104 0.4630  C103 1.090
113 H 3.3892 -0.3228 1.2259  C103 1.090
114 H 0.2928 -2.2903 3.2443  C108 1.090
115 H 1.2686 -2.9532 4.5653  C108 1.090
116 H 1.8171 -3.1755 2.9270  C108 1.090
117 H 5.2924 -3.9920 4.0990  C110 1.090
118 H 5.2756 -3.6375 5.8315  C110 1.090
119 H 5.8880 -2.4660 4.5410  C110 1.090
120 C 1.8469 6.6306 1.1669  O121 1.382, H128 1.090, H129 1.090, H130 1.090
121 O 0.9890 6.8599 0.1077  C120 1.382, P122 1.666
122 P 0.2045 5.6390 -0.7113  O121 1.666, O123 1.485, O124 1.656, O126 1.647
123 O 1.1541 4.5966 -1.1757  P122 1.485
124 O -1.0740 5.1459 0.2182  P122 1.656, C125 1.388
125 C -0.9206 4.1008 1.1178  O124 1.388, H131 1.090, H132 1.090, H133 1.090
126 O -0.5468 6.4673 -1.9203  P122 1.647, C127 1.393
127 C -0.5716 5.9004 -3.1925  O126 1.393, H134 1.090, H135 1.090, H136 1.090
128 H 2.7642 7.1809 0.9577  C120 1.090
129 H 2.0686 5.5902 1.4049  C120 1.090
130 H 1.4649 7.0903 2.0784  C120 1.090
131 H 0.0925 3.7050 1.1899  C125 1.090
132 H -1.6675 3.3479 0.8659  C125 1.090
133 H -1.1060 4.3457 2.1636  C125 1.090
134 H -1.4597 6.0592 -3.8042  C127 1.090
135 H -0.6669 4.8147 -3.1797  C127 1.090
136 H 0.3169 6.1167 -3.7857  C127 1.090
137 C 1.6124 -6.8466 1.0199  O138 1.450, H145 1.090, H146 1.090, H147 1.090
138 O 0.4082 -7.0439 0.2356  C137 1.450, P139 1.631
139 P -0.6691 -5.8228 0.3332  O138 1.631, O140 1.494, O141 1.620, O143 1.595
140 O -0.8944 -5.2478 1.6933  P139 1.494
141 O -0.1809 -4.7162 -0.7445  P139 1.620, C142 1.382
142 C 0.4257 -3.5753 -0.2552  O141 1.382, H148 1.090, H149 1.090, H150 1.090
143 O -1.9454 -6.5235 -0.3190  P139 1.595, C144 1.395
144 C -1.7716 -7.2267 -1.5108  O143 1.395, H151 1.090, H152 1.090, H153 1.090
145 H 1.6819 -7.7308 1.6535  C137 1.090
146 H 1.6782 -5.9169 1.5850  C137 1.090
147 H 2.5574 -6.6979 0.4974  C137 1.090
148 H -0.1641 -2.6904 -0.4945  C142 1.090
149 H 1.2853 -3.3664 -0.8920  C142 1.090
150 H 0.7700 -3.5226 0.7777  C142 1.090
151 H -0.7329 -7.3260 -1.8260  C144 1.090
152 H -2.1968 -6.6613 -2.3401  C144 1.090
153 H -2.1524 -8.2479 -1.5018  C144 1.090
154 C 3.2470 -3.2542 -6.9989  O155 1.409, H162 1.090, H163 1.090, H164 1.090
155 O 1.9019 -3.1055 -7.3913  C154 1.409, P156 1.636
156 P 0.8313 -2.4881 -6.3197  O155 1.636, O157 1.486, O158 1.599, O160 1.627
157 O 1.4074 -1.4010 -5.4863  P156 1.486
158 O -0.5245 -2.0862 -7.0669  P156 1.599, C159 1.402
159 C -1.3097 -3.0109 -7.7694  O158 1.402, H165 1.090, H166 1.090, H167 1.090
160 O 0.4104 -3.7976 -5.4513  P156 1.627, C161 1.426
161 C -0.4329 -3.6670 -4.3090  O160 1.426, H168 1.090, H169 1.090, H170 1.090
162 H 3.5043 -3.4877 -5.9658  C154 1.090
163 H 3.9111 -2.4672 -7.3561  C154 1.090
164 H 3.5010 -4.1515 -7.5632  C154 1.090
165 H -1.1552 -2.9738 -8.8478  C159 1.090
166 H -2.3775 -2.7932 -7.7472  C159 1.090
167 H -1.2182 -3.9953 -7.3103  C159 1.090
168 H -0.1850 -2.8136 -3.6779  C161 1.090
169 H -0.4106 -4.6143 -3.7703  C161 1.090
170 H -1.4263 -3.4744 -4.7141  C161 1.090
171 C -5.0549 1.9718 5.0421  C172 1.508, O176 1.390, H178 1.090, H179 1.090
172 C -4.1367 2.5410 3.9902  C171 1.508, O173 1.348, F177 1.320, H180 1.090
173 O -4.7492 3.7241 3.7841  C172 1.348, C174 1.363
174 C -5.2125 4.1555 4.9917  O173 1.363, O175 1.254, O176 1.335
175 O -5.5353 5.3393 5.2493  C174 1.254
176 O -5.2989 3.1042 5.8100  C171 1.390, C174 1.335
177 F -3.9954 1.7648 2.9322  C172 1.320
178 H -4.4556 1.3202 5.6779  C171 1.090
179 H -5.9988 1.5839 4.6589  C171 1.090
180 H -3.1407 2.7798 4.3630  C172 1.090
181 C -5.2917 -2.9077 -4.3551  C182 1.488, O186 1.416, H188 1.090, H189 1.090
182 C -4.5497 -2.5144 -3.1262  C181 1.488, O183 1.417, F187 1.342, H190 1.090
183 O -3.8448 -1.3732 -3.5825  C182 1.417, C184 1.358
184 C -3.7007 -1.4813 -4.9282  O183 1.358, O185 1.223, O186 1.321
185 O -2.9614 -0.8191 -5.6424  C184 1.223
186 O -4.3819 -2.5231 -5.3693  C181 1.416, C184 1.321
187 F -3.7162 -3.4986 -2.7540  C182 1.342
188 H -6.2091 -2.3656 -4.5847  C181 1.090
189 H -5.5582 -3.9641 -4.3901  C181 1.090
190 H -5.1559 -2.2345 -2.2646  C182 1.090
191 C -4.8472 -3.7852 4.3213  C192 1.515, O196 1.433, H198 1.090, H199 1.090
192 C -3.3640 -3.4754 4.3328  C191 1.515, O193 1.398, F197 1.315, H200 1.090
193 O -3.2160 -2.5538 5.3730  C192 1.398, C194 1.338
194 C -4.3868 -1.9471 5.5972  O193 1.338, O195 1.234, O196 1.315
195 O -4.5468 -1.0294 6.4058  C194 1.234
196 O -5.3397 -2.6124 4.9814  C191 1.433, C194 1.315
197 F -3.0317 -2.9307 3.1826  C192 1.315
198 H -5.0383 -4.7122 4.8619  C191 1.090
199 H -5.2599 -3.9476 3.3256  C191 1.090
200 H -2.7521 -4.3655 4.4792  C192 1.090